No. 1
Formula: C2H6NO2P2
Source: the OMol25 dataset
Level of theory: ωB97M-V/def2-TZVPD

The geometry in ORCA input format:
```
! wB97M-V def2-TZVPD RIJCOSX def2/J DEFGRID3
* xyz 1 1
P -3.561 0.077 0.220
P -0.831 0.468 -0.631
O -2.189 1.021 -0.077
O -2.796 -1.224 -0.150
N 1.115 0.180 0.826
C 2.090 0.556 -0.160
C -1.495 -1.199 -0.527
H 2.989 0.840 0.365
H 1.980 -0.168 -0.914
H 1.084 -0.724 1.105
H 0.871 0.923 1.483
H -1.103 -2.250 -0.941
H 1.848 1.501 -0.599
*
```

Results
E_HOMO (alpha / beta) (eV): -12.550 / -12.548
DFT total energy (a.u.): -967.43014
Relative energy (zero: lowest compared OMol25 entry of this formula, charge and spin) (eV): 1.102

Atom charges from the Löwdin analysis, given in e for atoms 1 to 4: 1.116 1.064 -0.652 -0.415

No. 2
Formula: C2H6NO2Si
Source: the OMol25 dataset
Level of theory: ωB97M-V/def2-TZVPD

The geometry in ORCA input format:
```
! wB97M-V def2-TZVPD RIJCOSX def2/J DEFGRID3
* xyz -1 1
Si -0.905 1.845 0.048
O -2.045 -1.882 0.471
O -3.244 -0.318 -0.520
N -1.287 0.198 0.463
C -2.214 -0.734 0.093
C 0.371 -2.308 -0.439
H -0.477 2.600 1.387
H -0.464 -2.387 -1.182
H 0.360 2.075 -0.863
H -0.087 -2.375 0.461
H 1.134 -1.532 -0.765
H -2.008 2.595 -0.436
*
```

Results
E_HOMO (alpha / beta) (eV): -5.026 / -4.404
DFT total energy (a.u.): -574.43806
Relative energy (zero: lowest compared OMol25 entry of this formula, charge and spin) (eV): 3.891

Atom charges from the Löwdin analysis, given in e for atoms 1 to 4: 0.446 -0.053 -0.002 -0.035

Which of these has the highest DFT total energy?
C2H6NO2Si